Computed, not measured: C7H14N5O as an isolated structure, with wB97M-V/def2-TZVPD.

Each line ends with the natural charge from an NBO analysis.
Positions of all 27 atoms, in Å:
C: 1.858 -0.092 -0.049  -0.074
C: -2.056 -0.007 1.676  0.564
C: 2.868 0.528 -0.639  -0.157
C: -1.069 -1.006 3.271  0.156
C: 0.160 -0.052 -1.769  0.478
C: 4.152 0.747 0.001  -0.642
C: -1.661 -0.120 -3.251  -0.294
N: 0.532 -0.134 -0.566  -0.533
N: -1.075 -0.836 1.188  -0.368
N: -2.120 -0.197 2.992  -0.537
N: -2.888 0.848 1.043  -0.776
N: -0.465 -1.441 2.221  -0.219
O: -1.121 -0.029 -1.918  -0.492
H: 1.918 -0.497 0.974  0.216
H: 2.779 0.965 -1.649  0.201
H: -0.747 -1.459 4.145  0.235
H: 0.698 -0.349 -2.658  0.177
H: 4.203 0.330 1.067  0.226
H: 4.526 1.826 -0.251  0.236
H: 4.825 0.174 -0.478  0.228
H: -1.377 -1.123 -3.794  0.215
H: -1.403 0.772 -3.889  0.209
H: -2.765 0.025 -3.128  0.220
H: -2.657 0.293 3.777  0.469
H: -2.835 0.755 0.023  0.418
H: -3.842 0.715 1.409  0.408
H: -0.436 -0.638 0.251  0.435

Calculated values
Relative energy (zero: lowest compared OMol25 entry of this formula, charge and spin)   16.31 kcal/mol
LUMO   -2.58 eV
Spin multiplicity   1
HOMO-LUMO gap   9.25 eV
Highest occupied orbital energy   -11.83 eV
Largest force on an atom   3.9 eV/Å
DFT total energy   -623.83502 a.u.
Total charge   +1